Computed, not measured: a structure of composition C37H44ClMgN5P, with the ωB97M-V functional and the def2-TZVPD basis.

Geometry (Å):
Mg (-1.21929, -1.49821, 0.06411)
N (0.26684, -3.19271, 0.38273)
C (0.06591, -3.56514, 1.79601)
C (0.31504, -2.32368, 2.63401)
N (-0.54159, -1.22246, 2.15891)
C (-1.80920, -1.08141, 2.89382)
C (-2.78461, -0.12643, 2.16274)
N (-2.27903, 0.27229, 0.82401)
H (0.00888, -3.95852, -0.23219)
H (1.25005, -3.00431, 0.21718)
H (0.71968, -4.37663, 2.11927)
H (-0.96681, -3.90022, 1.90479)
H (1.35446, -2.00759, 2.51462)
H (0.15903, -2.53176, 3.69525)
H (-0.01833, -0.35472, 2.23052)
H (-1.63105, -0.71673, 3.90749)
H (-2.24707, -2.07496, 2.97756)
H (-2.96627, 0.75661, 2.77409)
H (-3.73611, -0.63205, 2.01268)
H (-1.65798, 1.07235, 0.91921)
H (-3.05613, 0.60079, 0.26023)
Cl (-0.30054, 1.55039, -1.39294)
C (1.03535, 2.68176, -1.31483)
C (1.16877, 3.56114, -2.37642)
C (2.20818, 4.47571, -2.36144)
C (3.09279, 4.50024, -1.29235)
C (2.93962, 3.61217, -0.24036)
C (1.90272, 2.67621, -0.22612)
P (1.68906, 1.45347, 1.12138)
C (0.41476, 2.24617, 2.18080)
C (0.25764, 1.76492, 3.48488)
C (-0.75426, 2.24084, 4.30371)
C (-1.64638, 3.19240, 3.82563)
C (-1.50565, 3.67346, 2.53277)
C (-0.47907, 3.21039, 1.71707)
C (3.20443, 1.65744, 2.11100)
C (4.23765, 0.75528, 1.86433)
C (5.44296, 0.85673, 2.54590)
C (5.61721, 1.85357, 3.49440)
C (4.58922, 2.75130, 3.75639)
C (3.39001, 2.65739, 3.06602)
H (0.46803, 3.51841, -3.19919)
H (2.32511, 5.16493, -3.18719)
H (3.90736, 5.21214, -1.27670)
H (3.64372, 3.63691, 0.57993)
H (0.95913, 1.03378, 3.87766)
H (-0.84120, 1.87496, 5.31928)
H (-2.43657, 3.56668, 4.46336)
H (-2.18565, 4.42710, 2.15688)
H (-0.36792, 3.62413, 0.72294)
H (4.09801, -0.03307, 1.13077)
H (6.24075, 0.15381, 2.34255)
H (6.55277, 1.92982, 4.03338)
H (4.72384, 3.52948, 4.49666)
H (2.59813, 3.36818, 3.26882)
C (-3.61948, 0.04075, -3.15651)
C (-3.20636, -1.13469, -4.04545)
C (-1.71223, -1.15094, -4.27974)
C (-1.20897, -0.73839, -5.50659)
C (0.15672, -0.63034, -5.72118)
C (1.03268, -0.88613, -4.68353)
C (0.56996, -1.27495, -3.42822)
C (1.55600, -1.45911, -2.29750)
C (2.59837, -0.34388, -2.17506)
C (-0.80484, -1.46251, -3.25418)
N (-1.33704, -1.93505, -2.00795)
C (-1.99798, -3.05588, -2.02776)
C (-2.72183, -3.55074, -0.90879)
C (-3.55023, -4.67662, -0.83687)
C (-4.15562, -4.63121, 0.41676)
C (-3.66917, -3.47869, 1.04184)
N (-2.80048, -2.81427, 0.26226)
H (-4.70157, 0.07167, -3.02056)
H (-3.29863, 0.98882, -3.59114)
H (-3.15370, -0.04652, -2.17049)
H (-3.70651, -1.06076, -5.01161)
H (-3.56257, -2.06237, -3.59552)
H (-1.90268, -0.49903, -6.30402)
H (0.53425, -0.32999, -6.69007)
H (2.09798, -0.77240, -4.84304)
H (2.07311, -2.41824, -2.41840)
H (1.00245, -1.52782, -1.36765)
H (3.31929, -0.37061, -2.99169)
H (3.15983, -0.44233, -1.24163)
H (2.12369, 0.63729, -2.18401)
H (-2.03571, -3.64238, -2.94701)
H (-3.69640, -5.41164, -1.61446)
H (-4.86994, -5.32727, 0.82586)
H (-3.92879, -3.11650, 2.02786)

Calculated values
Net charge: +1
LUMO level in Ha: -0.0682
Kohn-Sham gap in eV: 8.28